1.
Here is a cluster of 4 separate species, C31H65FNO2 in total in a non-equilibrium geometry from OMol25. Energies are from ωB97M-V with the def2-TZVPD basis set.

Properties
Spin multiplicity: 2
E_HOMO (alpha / beta), eV: -9.06 / -9.73
E, eV: -41495.9549
Frontier orbital gap (alpha / beta), eV: 9.4 / 9.4
LUMO energy (alpha / beta), eV: 0.337 / -0.351

```
100
Properties=species:S:1:pos:R:3:forces:R:3
C -0.594225 -3.381201 5.652822 -1.1 0.7 -0.2
C -0.177281 -2.644500 4.244083 -0.4 -1.6 -0.2
F -0.083183 -1.179619 4.439764 0.0 -2.8 -0.4
C 1.191141 -3.303965 3.539182 -0.6 1.4 0.8
C 2.420903 -2.941058 4.560266 0.5 0.6 -0.3
C 3.919961 -3.307038 4.018717 1.5 -3.4 -3.2
O 4.251730 -4.219805 3.105174 -2.4 5.3 5.3
C 0.868890 -4.889605 3.352238 -0.9 0.7 0.8
C 1.363617 -5.593297 1.976027 0.2 -3.0 2.2
C 2.442021 -6.791612 2.428805 1.0 0.0 -1.2
C 0.065163 -6.424078 1.362272 -0.2 -0.7 0.9
N 2.097145 -4.742126 0.984786 -3.3 -1.6 -2.2
O 2.062483 -5.462771 -0.181917 1.0 2.3 2.5
C 1.540036 -3.357909 0.803029 0.9 3.0 -1.4
C 2.623444 -2.547369 -0.181109 -0.2 0.4 -0.5
C 0.095941 -3.267468 0.030368 -0.8 0.3 -0.2
C 1.422732 -2.451052 2.161606 -0.5 0.0 0.4
H -1.014762 -2.530636 6.363772 1.1 -1.9 -1.3
H 0.265728 -3.990562 6.161511 -1.7 1.3 -1.0
H -1.527761 -4.091256 5.439044 2.2 1.4 0.5
H -1.051115 -2.891099 3.470177 1.8 1.1 1.6
H 2.293512 -3.373440 5.655226 0.3 0.6 -2.3
H 2.396908 -1.755098 4.696227 0.2 -2.5 -0.3
H 4.821653 -2.687355 4.496425 -1.9 -1.2 -0.8
H -0.318064 -5.007439 3.402094 2.5 0.3 -0.2
H 1.259427 -5.437558 4.338436 -0.7 1.0 -2.4
H 2.886621 -6.620758 3.499676 -1.1 -0.4 -2.1
H 1.983433 -7.871005 2.268287 0.8 2.3 0.7
H 3.371265 -6.738169 1.682128 -2.1 -0.1 1.6
H 0.382006 -7.290136 0.613239 -0.6 2.3 1.4
H -0.398181 -6.997842 2.301786 1.0 1.3 -1.9
H -0.791578 -5.738754 0.957963 1.8 -1.3 0.5
H 3.328330 -3.265199 -0.777081 -1.6 1.2 1.2
H 1.991354 -1.898815 -0.943891 1.5 -1.4 1.5
H 3.305409 -1.800331 0.406932 -1.3 -1.5 -0.9
H -0.077677 -2.135844 -0.295807 0.5 -2.4 0.8
H 0.053614 -3.907249 -0.971228 0.2 1.2 2.4
H -0.830189 -3.521605 0.739603 2.1 0.3 -1.5
H 0.484770 -1.730476 1.997918 2.1 -1.6 0.4
H 2.334510 -1.727818 2.355489 -1.7 -1.7 -0.7
C -5.058733 0.323410 -3.845672 -0.1 0.1 -0.1
C -3.811673 -0.252499 -4.500554 0.0 -0.2 0.0
C -3.230296 -1.447967 -3.741338 0.1 0.0 -0.1
C -2.751260 -1.147683 -2.316079 -0.1 0.1 0.0
C -1.687861 -0.052243 -2.203847 0.0 -0.2 0.1
C -0.392971 -0.398137 -2.922949 0.1 0.2 -0.1
H -4.849193 0.708362 -2.844873 -0.1 0.0 0.0
H -5.448495 1.150790 -4.445769 0.0 -0.1 0.1
H -5.842898 -0.436949 -3.768751 0.1 0.1 0.1
H -3.058721 0.534486 -4.612022 0.0 -0.1 0.0
H -4.069100 -0.576804 -5.515619 0.1 0.0 0.1
H -2.401927 -1.865245 -4.325397 -0.1 0.0 0.1
H -3.989466 -2.239254 -3.690540 0.1 0.1 0.0
H -2.353718 -2.074029 -1.883578 0.0 0.1 0.0
H -3.608559 -0.869615 -1.692875 0.0 0.0 0.0
H -1.463824 0.107140 -1.141814 -0.1 0.0 -0.1
H -2.074793 0.899570 -2.581071 0.0 0.0 0.0
H 0.038225 -1.323169 -2.525791 0.0 0.0 -0.1
H 0.340026 0.403116 -2.783583 0.0 -0.1 -0.1
H -0.547704 -0.522348 -3.998954 0.1 0.0 0.1
C 3.287124 1.491570 -1.646627 0.2 -0.1 0.1
C 3.194248 2.901577 -1.081869 -0.2 0.0 0.0
C 2.047103 3.717057 -1.684034 0.0 0.1 0.1
C 2.144235 3.967182 -3.193673 0.0 -0.1 0.0
C 3.419543 4.677037 -3.655295 -0.2 0.0 -0.1
C 3.569589 6.075831 -3.077065 0.2 0.1 0.0
H 3.488168 1.498212 -2.720514 0.0 0.0 0.0
H 4.100214 0.945900 -1.159063 -0.1 0.0 -0.1
H 2.357237 0.940962 -1.470234 0.1 0.0 -0.1
H 4.148922 3.418097 -1.225092 -0.1 0.0 0.0
H 3.041618 2.833788 0.001602 0.0 0.1 -0.1
H 1.984588 4.676404 -1.157548 0.0 -0.1 -0.1
H 1.099833 3.201155 -1.480124 0.1 0.0 0.0
H 1.275569 4.562219 -3.501189 0.1 0.0 0.0
H 2.059673 3.014614 -3.728585 0.0 0.0 0.1
H 3.398024 4.753652 -4.749451 0.0 -0.1 0.1
H 4.303044 4.080297 -3.407728 -0.1 0.0 0.0
H 2.718128 6.705894 -3.355243 0.1 -0.1 0.1
H 4.478958 6.547018 -3.464034 -0.1 0.0 0.1
H 3.644582 6.057255 -1.985648 0.0 0.0 -0.1
C -4.299041 2.964945 -0.184090 -0.2 0.0 0.0
C -3.777707 4.356502 -0.511933 0.1 0.0 -0.1
C -2.252919 4.463587 -0.427622 0.0 0.1 0.0
C -1.654233 4.200299 0.959195 -0.1 -0.1 0.0
C -2.177172 5.106319 2.076811 0.2 -0.1 0.0
C -1.861242 6.577236 1.853033 -0.1 0.2 0.1
H -4.058910 2.674036 0.841289 0.0 0.0 -0.1
H -5.387297 2.938021 -0.291616 0.1 -0.1 0.0
H -3.873654 2.220795 -0.865457 0.0 0.0 0.1
H -4.251187 5.090844 0.147815 0.1 0.0 0.0
H -4.088757 4.614148 -1.531083 0.0 0.0 0.1
H -1.951546 5.459182 -0.773175 0.0 -0.1 0.0
H -1.807625 3.753082 -1.136107 0.0 0.0 0.0
H -0.565169 4.312458 0.891572 -0.1 0.0 0.0
H -1.831151 3.156552 1.241973 0.0 0.0 0.0
H -1.718123 4.792113 3.022358 -0.1 0.0 -0.1
H -3.256699 4.977366 2.203119 0.0 0.0 0.0
H -0.780585 6.735983 1.773471 -0.1 0.0 0.0
H -2.228954 7.173004 2.694795 0.1 0.0 -0.1
H -2.335222 6.959791 0.944103 0.1 0.0 0.1
```
Positions in Å, forces in eV/Å.

***

2.
Here is a cluster of 3 separate species, C14H22O6 in total in a non-equilibrium geometry from OMol25. Energies are from ωB97M-V with the def2-TZVPD basis set.

Properties
E_HOMO, eV: -9.67
E, eV: -27157.4270
Frontier orbital gap, eV: 9.3
LUMO energy, eV: -0.344
SMILES: CC(=O)OCCC1=CC(=O)C=CC1=O.CCO.CCO

```
42
Properties=species:S:1:pos:R:3:forces:R:3
C 0.923237 3.672096 3.681115 0.5 -0.3 -0.1
C 0.256971 3.489090 2.314458 1.1 0.1 1.0
O -0.695211 4.115718 1.996309 -1.2 0.4 -0.5
O 0.863456 2.589592 1.475909 -0.2 -0.4 1.0
C -0.037216 1.595346 0.965775 0.1 -1.0 -1.9
C -0.323650 0.445135 1.954427 0.1 0.8 0.1
C 0.944597 0.003737 2.677035 -0.6 0.3 -0.4
C 0.889148 -0.437979 3.923950 1.1 -0.1 0.4
C 2.240144 -0.794515 4.548936 -0.5 1.7 -0.7
O 2.436543 -1.778268 5.182467 0.2 -1.1 1.0
C 3.343102 0.221520 4.216678 -0.3 -0.3 0.5
C 3.405463 0.631965 2.965282 -0.5 0.2 -0.8
C 2.333525 0.070602 2.022954 -0.4 0.9 1.9
O 2.553172 -0.326853 0.928717 0.2 -0.3 -1.4
H 1.231749 2.700421 4.101735 -0.2 0.3 -0.2
H 1.841686 4.276842 3.589925 -0.3 -0.2 -0.1
H 0.251643 4.186337 4.380110 0.1 -0.2 -0.4
H 0.460691 1.140119 0.076988 -0.2 0.6 0.7
H -0.954361 2.072362 0.589592 0.2 -0.1 0.3
H -0.829687 -0.391460 1.444840 0.4 0.4 -0.1
H -1.053496 0.822501 2.698090 0.4 -0.4 0.0
H -0.050101 -0.534607 4.472624 0.4 -0.2 0.0
H 4.035830 0.582579 4.980207 -0.2 -0.5 -0.1
H 4.134032 1.364034 2.609165 -0.2 -0.4 -0.1
C -2.591881 0.081735 -2.006287 0.0 0.1 0.0
C -1.151622 0.110546 -2.481622 -0.2 -0.4 0.2
O -0.285063 -0.402412 -1.470027 0.1 0.1 0.0
H -2.704469 0.672812 -1.094944 0.0 0.1 -0.1
H -3.263505 0.478828 -2.768877 0.0 -0.1 0.0
H -2.899189 -0.939308 -1.766992 0.0 0.0 -0.1
H -0.840473 1.132389 -2.698893 0.1 -0.1 0.1
H -1.029666 -0.488703 -3.389109 -0.1 0.1 -0.1
H -0.558255 -1.308365 -1.288251 0.1 0.0 0.0
C -0.597694 -3.087612 -5.764867 0.1 0.0 0.0
C -1.786946 -3.629532 -4.993883 0.0 0.2 -0.4
O -2.826991 -2.657484 -4.918204 0.0 0.0 0.2
H -0.213306 -2.184197 -5.288378 0.0 -0.1 0.0
H 0.204446 -3.825761 -5.817551 0.0 0.0 0.0
H -0.889008 -2.814851 -6.782329 0.0 -0.1 0.0
H -1.497518 -3.880764 -3.973628 -0.1 0.1 0.0
H -2.179811 -4.531563 -5.474005 0.1 -0.1 0.1
H -3.090315 -2.442072 -5.819438 0.0 0.0 0.1
```
Positions in Å, forces in eV/Å.

***

3.
Here is the molecule C5H7NO from OMol25. Energies are from ωB97M-V with the def2-TZVPD basis set.

Properties
E_HOMO, eV: -9.48
E, eV: -8834.2418
Frontier orbital gap, eV: 10.4
LUMO energy, eV: 0.965
SMILES: C[C@]12N[C@H]1CC2=O

```
14
Properties=species:S:1:pos:R:3:forces:R:3
C -1.911982 0.047894 0.113618 0.0 0.0 0.0
C -0.440795 -0.218524 0.031046 -0.3 0.1 -0.2
N 0.238573 -1.148165 0.938079 0.1 -0.2 -0.1
C 0.704304 0.219153 0.899120 0.1 0.3 0.2
C 1.625767 0.467870 -0.295920 0.2 0.0 0.0
C 0.463941 -0.050394 -1.174820 -0.1 0.0 -0.4
O 0.305924 -0.176484 -2.358346 0.1 0.1 0.5
H -2.108449 1.117740 -0.013994 0.0 -0.2 0.0
H -2.295321 -0.267025 1.087292 0.1 0.0 -0.1
H -2.454320 -0.490226 -0.669044 0.1 0.0 0.1
H 0.861552 -1.801175 0.465109 -0.1 0.1 0.0
H 0.646552 0.806810 1.809218 0.0 -0.1 -0.2
H 2.594136 -0.040966 -0.319257 -0.1 0.0 0.0
H 1.770119 1.533490 -0.512095 0.0 -0.2 0.0
```
Positions in Å, forces in eV/Å.

***

4.
Here is a structure of composition C29H49As3Cl2CrN2O4PS3 from OMol25. Energies are from ωB97M-V with the def2-TZVPD basis set.

Properties
Spin multiplicity: 4
E_HOMO (alpha / beta), eV: -7.47 / -7.63
E, eV: -319820.2791
Frontier orbital gap (alpha / beta), eV: 6.9 / 6.9
LUMO energy (alpha / beta), eV: -0.539 / -0.702

```
94
Properties=species:S:1:pos:R:3:forces:R:3
Cr -0.161007 0.266428 0.063118 0.0 0.6 -0.5
C 2.522851 -2.184321 1.409673 0.0 -0.1 0.0
As 0.725070 -1.982769 0.705582 0.0 -0.3 0.1
C 0.741040 -3.340998 -0.678142 0.1 -0.1 0.1
C -0.439003 -2.928643 1.967725 0.1 -0.1 -0.1
C -0.721461 -2.324194 3.346760 -0.1 0.0 0.1
C 0.555928 -1.926625 4.077097 0.1 0.0 0.0
C -1.651232 -1.096030 3.227473 0.0 0.1 0.2
As -0.898789 0.588730 2.535797 0.0 -0.1 0.0
C -2.550721 1.611887 2.481919 0.0 0.0 0.1
C -0.167524 1.361733 4.163418 0.0 0.0 -0.1
C -1.509946 -3.362070 4.174433 0.0 0.0 0.0
As -0.864271 -5.165470 4.745147 0.0 0.1 0.0
C 0.075499 -4.618629 6.383238 0.0 0.0 0.0
C 0.758363 -5.585313 3.709215 0.0 0.0 0.0
H 2.598095 -3.124007 1.960729 0.0 0.1 0.0
H 2.788438 -1.340413 2.040193 0.0 0.0 0.0
H 3.206025 -2.202238 0.560219 0.0 0.0 0.0
H 1.085229 -4.285111 -0.246210 0.0 0.1 -0.1
H 1.406230 -3.022024 -1.478965 0.0 0.0 0.0
H -0.260768 -3.457469 -1.088440 0.0 0.0 0.0
H -0.009254 -3.928405 2.070068 0.0 0.1 0.0
H -1.384998 -3.036530 1.426500 0.0 0.0 0.0
H 1.097841 -1.135923 3.549917 -0.1 -0.1 0.0
H 1.239502 -2.766593 4.185496 0.0 0.0 0.0
H 0.320364 -1.555880 5.077225 0.0 0.0 0.0
H -2.049079 -0.850442 4.219925 0.0 0.0 -0.1
H -2.502286 -1.336493 2.585110 0.0 0.0 0.0
H -3.005659 1.607004 3.475763 0.0 0.0 -0.1
H -3.242351 1.178793 1.759426 0.0 0.0 0.0
H -2.319848 2.635453 2.184891 0.0 0.0 0.0
H -0.866735 1.146843 4.974503 0.1 0.0 0.0
H -0.086568 2.433650 4.017648 0.0 0.0 0.0
H 0.817121 0.966805 4.391459 0.0 0.0 0.0
H -2.461558 -3.552386 3.669222 0.0 0.0 0.0
H -1.768712 -2.905509 5.135952 0.0 0.0 0.0
H -0.646511 -4.220309 7.094898 0.0 0.0 0.0
H 0.841201 -3.870677 6.192206 0.0 0.0 0.0
H 0.541262 -5.497665 6.827622 0.0 0.0 0.0
H 0.505895 -5.941535 2.711969 0.0 0.0 0.0
H 1.232595 -6.408654 4.245089 0.0 0.0 0.0
H 1.469964 -4.766943 3.638974 0.0 0.0 0.0
Cl -5.898353 3.307085 -3.122883 0.0 0.0 0.0
C -4.486748 2.863487 -2.215477 0.0 -0.1 0.0
C -3.621365 3.885194 -1.772527 0.0 0.0 0.0
C -2.490688 3.582388 -1.075095 0.0 0.0 0.0
Cl -1.446651 4.832406 -0.511039 0.0 0.0 0.0
C -2.116417 2.228470 -0.801956 0.0 0.0 -0.1
O -1.009564 1.990706 -0.221155 -0.1 -0.1 0.2
C -3.060471 1.227720 -1.180797 0.0 0.0 0.0
C -2.942200 -0.108773 -0.726975 0.1 -0.1 0.1
O -2.036077 -0.598714 -0.013531 -0.1 0.1 -0.1
C -4.230002 1.564606 -1.909116 0.1 0.1 0.0
H -3.856497 4.917113 -1.991034 0.0 0.0 0.0
H -3.772520 -0.778002 -0.990183 0.0 0.0 0.0
H -4.913679 0.782783 -2.209164 0.0 0.0 0.0
C 3.099408 5.961470 -0.556965 0.1 0.1 0.0
C 2.480809 4.928101 0.329959 -0.1 0.1 0.1
C 1.891399 5.257343 1.550853 0.0 -0.1 0.0
C 1.300473 4.224362 2.244036 0.0 0.1 0.0
N 1.288951 2.967194 1.810451 -0.2 -0.1 0.2
C 1.900101 2.749854 0.651314 -0.1 -0.1 -0.4
S 2.000681 1.123638 -0.011048 0.0 -0.3 0.2
N 2.487622 3.678484 -0.106019 0.1 0.0 0.0
H 3.768689 6.613760 0.005118 0.0 0.0 0.0
H 2.321912 6.587443 -0.997645 0.0 0.0 0.0
H 3.645840 5.473359 -1.358589 0.0 0.0 0.0
H 1.895620 6.266563 1.934093 0.0 0.1 0.0
H 0.812011 4.409802 3.196374 0.0 0.0 0.0
C -1.765798 1.499921 -5.948807 0.0 -0.1 0.0
C -1.211776 0.261662 -5.268591 -0.1 0.0 0.0
C -1.262668 -0.970065 -6.152067 0.0 0.0 0.1
O 0.176060 0.462023 -4.934265 0.1 0.0 0.0
P 0.662263 1.042217 -3.513778 0.0 -0.1 0.1
S 0.247095 2.879285 -3.162032 0.0 0.1 0.0
S -0.082408 -0.406140 -2.241746 0.0 -0.1 0.1
O 2.225177 0.799749 -3.646609 0.0 0.0 -0.1
C 2.751320 -0.506253 -3.975724 0.0 -0.1 0.1
C 3.656126 -0.930878 -2.836040 0.0 0.0 0.0
C 3.460234 -0.394101 -5.307596 0.0 0.0 0.0
H -2.823324 1.355396 -6.173846 0.0 0.0 0.0
H -1.234261 1.685990 -6.882296 0.0 0.0 0.0
H -1.655323 2.372918 -5.309337 0.0 0.0 0.0
H -1.760722 0.065468 -4.339546 0.0 0.0 -0.1
H -0.712679 -0.794677 -7.076157 0.0 0.0 0.0
H -2.294417 -1.209699 -6.405762 -0.1 0.0 0.0
H -0.821949 -1.825834 -5.642029 0.0 0.0 0.0
H 1.915515 -1.208787 -4.062707 0.1 0.0 0.0
H 4.447626 -0.197444 -2.685911 0.0 0.0 0.0
H 4.110911 -1.897673 -3.056537 0.0 0.0 0.0
H 3.086622 -1.002586 -1.908583 0.0 0.0 0.0
H 4.270823 0.331265 -5.240903 0.0 0.0 0.0
H 2.763459 -0.068450 -6.077215 0.0 0.0 0.0
H 3.879578 -1.358208 -5.596756 0.0 0.0 0.0
```
Positions in Å, forces in eV/Å.

***

Q: Among the records above, which one has the highest E?
A: C5H7NO